This record from OMol25 describes a molecular structure, C6H11NO7Pt. The level of theory is ωB97M-V/def2-TZVPD.

- ⟨S²⟩ = 2.007
- strongest force on any atom (eV/Å) = 9.58
- energy above the lowest of the compared OMol25 structures with the same formula, charge and spin (kcal per mole) = 0.0
- 2S+1 = 3
- net charge = -2
- LUMO level (alpha / beta) (eV) = 4.95 / 4.93
- HOMO level (alpha / beta) (eV) = 1.13 / 0.07
- gap between HOMO and LUMO (alpha / beta) (eV) = 3.82 / 4.85

Structure (XYZ):
```
26
Properties=species:S:1:pos:R:3:forces:R:3:lowdin_charge:R:1
Pt -20.730 14.810 -11.956 0.8 1.6 0.4 1.238
C -20.879 15.664 -14.439 0.6 -1.3 -3.7 -1.069
O -20.886 16.103 -15.610 0.4 0.9 -0.5 -0.110
O -19.981 14.917 -13.960 4.7 -1.3 0.1 -0.199
O -21.862 15.646 -13.704 -5.7 1.4 3.1 -0.162
C -19.465 15.942 -9.926 -0.3 2.4 -0.6 -1.167
O -18.839 16.470 -9.046 1.8 1.9 3.6 -0.052
O -19.240 14.858 -10.403 3.1 -9.0 -1.2 -0.163
O -20.356 16.474 -10.628 -4.3 4.5 -1.3 -0.177
C -24.704 13.599 -12.518 -1.0 -1.3 -0.4 -0.097
C -23.472 13.347 -11.714 0.4 0.2 -0.2 -0.389
C -22.530 12.477 -12.655 1.2 1.2 1.1 -0.164
O -21.175 12.478 -12.131 -1.2 -1.8 -0.7 -0.304
C -20.830 11.321 -11.364 -1.1 0.9 0.3 -0.094
N -22.991 14.713 -11.384 -0.4 -1.0 -0.5 -0.036
H -25.580 13.816 -11.906 -0.1 -0.2 0.0 0.075
H -24.817 12.680 -13.094 -1.0 0.0 -0.4 0.069
H -24.558 14.437 -13.198 0.1 -0.2 -0.2 0.090
H -23.669 12.839 -10.770 0.0 -0.4 -0.1 0.130
H -22.472 12.868 -13.671 0.1 0.8 0.2 0.125
H -22.908 11.472 -12.841 -0.2 -0.4 0.7 0.108
H -20.218 11.671 -10.533 0.6 -0.2 -0.4 0.094
H -20.457 10.511 -11.990 0.6 0.1 0.0 0.078
H -21.721 10.927 -10.874 -0.4 -0.1 0.1 0.067
H -23.663 15.153 -10.772 0.0 -0.2 1.1 0.083
H -23.313 15.130 -12.246 1.4 1.3 -0.4 0.027
```
Forces are in eV/Å.